# 1
The following is a quantum chemistry calculation of one molecule with the formula C3H4O3, from OMol25.

Results
SMILES = O=C[C@@H]1O[C@@H]1O
Highest occupied orbital energy = -10.38 eV
E = -9315.832 eV
HOMO-LUMO gap = 10.869 eV
E_LUMO = 0.5 eV

The geometry in XYZ format:
```
10
Properties=species:S:1:pos:R:3:forces:R:3
O 0.02886 -1.20633 -0.59533 0.795 0.020 -0.681
O -1.27546 2.09115 -0.72039 0.087 -0.391 0.285
O 0.43154 -0.78206 1.53957 -0.534 -0.384 -0.210
C -1.00725 1.04227 -0.18907 -0.081 0.305 -0.254
C 0.96313 -0.56061 0.30115 -0.125 -0.469 -0.692
C 0.16488 0.22328 -0.64361 -0.010 0.361 -0.475
H 0.61449 0.54322 -1.57215 0.043 0.366 -0.055
H -0.33491 -1.23512 1.07867 0.014 0.061 2.157
H 2.02768 -0.75214 0.15575 -0.284 0.076 0.052
H -1.61296 0.63635 0.64540 0.096 0.055 -0.127
```
Positions in Å, forces in eV/Å.

# 2
The following is a quantum chemistry calculation of one molecule with the formula C5H11NO2, from OMol25.

Results
SMILES = C=CNC(O)(O)CC
Highest occupied orbital energy = -9.77 eV
E = -10947.453 eV
HOMO-LUMO gap = 10.655 eV
E_LUMO = 0.9 eV

The geometry in XYZ format:
```
19
Properties=species:S:1:pos:R:3:forces:R:3
O -1.09156 1.37791 0.07154 -0.564 0.616 -0.109
O 0.15328 0.83121 -1.73565 0.783 -0.017 -0.117
N 0.72153 -0.05825 0.30677 2.387 1.260 2.016
C 1.75367 0.98692 0.71970 -1.062 -0.720 -0.588
C 3.06395 0.76061 0.69443 -0.554 -0.260 -0.106
C -2.04562 -1.45409 0.42801 -0.054 0.053 0.130
C -0.33217 0.38444 -0.51884 -1.611 -3.105 -0.659
C -1.24927 -0.98618 -0.77491 0.513 1.896 -0.226
H 1.34337 1.93719 1.06145 0.059 -0.115 -0.097
H -1.39375 -1.82941 1.22184 -0.069 -0.007 0.007
H 0.28907 -0.32367 1.19129 0.146 -0.335 -0.177
H 3.77628 1.50972 1.02675 -0.210 -0.037 -0.029
H -1.93671 -0.70564 -1.58029 0.021 0.005 0.008
H 3.46058 -0.19268 0.35964 -0.073 0.058 0.001
H -1.62517 1.73870 -0.65400 0.037 0.138 0.385
H -0.61832 -1.78910 -1.16768 0.164 0.330 0.108
H -2.66129 -0.64744 0.83727 0.116 -0.072 -0.026
H 1.11367 0.72908 -1.63212 -0.186 0.219 -0.583
H -2.72155 -2.26931 0.14482 0.158 0.092 0.061
```
Positions in Å, forces in eV/Å.

# 3
The following is a quantum chemistry calculation of C6H7FO as an isolated structure, from OMol25.

Results
Highest occupied orbital energy = -9.25 eV
E = -11093.826 eV
HOMO-LUMO gap = 8.599 eV
E_LUMO = -0.6 eV

The geometry in XYZ format:
```
15
Properties=species:S:1:pos:R:3:forces:R:3
F -2.29314 0.15353 -0.37972 1.698 0.102 0.640
O -0.12411 1.70771 -1.14268 1.836 1.609 -7.314
C 1.01712 0.04220 0.41424 -0.108 2.308 -0.637
C -0.93604 -0.07012 -0.00181 -4.070 -2.650 0.609
C 0.10019 0.37399 -0.88977 4.117 -0.476 -4.249
C -0.15156 0.77500 1.01480 -3.311 0.907 5.419
C -0.57410 -1.55266 0.25989 -0.727 1.616 -0.357
C 0.68127 -1.35836 0.54103 1.143 -1.190 0.926
H -1.06491 -2.46288 0.04037 -0.840 -0.442 0.148
H 0.23742 1.64131 -2.54299 -1.647 1.127 5.777
H 1.40727 -2.03030 0.86790 1.019 -1.360 0.104
H -0.48948 1.83913 0.85732 1.502 -0.836 -0.319
H -0.35505 0.69432 2.19350 0.344 -0.568 -2.389
H 2.03348 0.29254 0.66605 0.280 0.548 -0.511
H 0.51163 -0.04542 -1.89813 -1.236 -0.694 2.154
```
Positions in Å, forces in eV/Å.

> Which of these has the highest E?

C3H4O3